1.
This record from the OMol25 dataset describes a 2-piece molecular cluster, C10H16 overall. The level of theory is ωB97M-V/def2-TZVPD.

Results
SMILES string: Cc1ccccc1.CCC
Spin multiplicity: 1
Total energy in eV: -10628.59530
HOMO in eV: -9.12
Total charge: 0
Lowest unoccupied orbital energy in Eh: 0.037

```
26
Properties=species:S:1:pos:R:3:mulliken_charge:R:1
C -0.423 -2.439 -0.682 -1.5746
C -0.138 -1.742 0.603 1.2203
C 1.155 -1.202 0.745 -0.7272
C 1.404 -0.323 1.829 -0.4696
C 0.416 -0.060 2.766 -0.5173
C -0.853 -0.574 2.572 -0.4138
C -1.139 -1.364 1.456 -0.4648
H -1.182 -2.147 -1.396 0.3083
H -0.756 -3.497 -0.505 0.4040
H 0.493 -2.610 -1.268 0.3446
H 1.993 -1.549 0.156 0.3436
H 2.345 0.215 1.843 0.3785
H 0.644 0.547 3.637 0.3751
H -1.630 -0.337 3.283 0.3738
H -2.152 -1.689 1.297 0.4123
C -1.267 1.564 -1.082 -1.0319
C 0.233 1.258 -1.273 0.5535
C 1.005 2.274 -2.127 -1.1710
H -1.792 2.139 -1.848 0.4069
H -1.290 2.170 -0.147 0.2726
H -1.651 0.592 -0.762 0.1748
H 0.596 1.041 -0.257 -0.2339
H 0.413 0.230 -1.599 0.1121
H 0.355 3.008 -2.605 0.2980
H 1.859 2.750 -1.628 0.3143
H 1.363 1.744 -3.007 0.3115
```

***

2.
This record from the OMol25 dataset describes one molecule with the formula C16H13N3O2S. The level of theory is ωB97M-V/def2-TZVPD.

Results
SMILES string: COc1ccc2nc3n4cc(C)c(=O)c(C)c4c(=S)n3c2c1
Spin multiplicity: 1
Total energy in eV: -36201.14208
HOMO in eV: -7.93
Total charge: 0
Lowest unoccupied orbital energy in Eh: -0.053

```
35
Properties=species:S:1:pos:R:3:mulliken_charge:R:1
C 4.728 3.519 -0.119 -0.7135
O 3.757 3.754 -1.179 -0.4345
C 2.722 2.910 -1.463 0.3490
C 1.734 3.508 -2.213 -0.1753
C 0.463 2.939 -2.437 -0.8718
C 0.238 1.717 -1.748 0.4421
N -1.016 1.138 -1.510 -0.7117
C -0.743 0.138 -0.680 0.0275
N -1.453 -0.995 -0.188 0.0795
C -2.820 -1.146 -0.091 -0.2269
C -3.476 -2.075 0.638 0.0521
C -5.005 -2.242 0.729 -1.1654
C -2.497 -2.974 1.325 0.5284
O -2.972 -3.809 2.034 -0.7066
C -1.057 -2.701 1.325 0.8052
C -0.086 -3.422 2.203 -1.5519
C -0.602 -1.650 0.617 0.3706
C 0.777 -1.006 0.540 -0.0793
S 2.227 -1.341 1.215 -0.3343
N 0.562 -0.030 -0.414 0.2902
C 1.232 1.032 -0.995 0.3506
C 2.481 1.599 -0.915 -0.7917
H 5.302 2.663 -0.465 0.2967
H 5.459 4.412 0.097 0.2013
H 4.155 3.274 0.760 0.3469
H 1.915 4.477 -2.572 0.4601
H -0.403 3.327 -3.123 0.2776
H -3.467 -0.497 -0.669 0.3961
H -5.552 -1.696 -0.148 0.3270
H -5.254 -3.250 0.744 0.3570
H -5.106 -1.841 1.780 0.2726
H 0.481 -2.773 2.853 0.3975
H -0.673 -4.071 2.785 0.4287
H 0.681 -4.070 1.575 0.2664
H 3.268 1.182 -0.291 0.4396
```

***

3.
This record from the OMol25 dataset describes one molecule with the formula C21H25FN2O3S. The level of theory is ωB97M-V/def2-TZVPD.

Results
SMILES string: CCC(=O)c1cc(F)c(N2CCN(S(=O)(=O)c3ccc(C)cc3)CC2)cc1C
Spin multiplicity: 1
Total energy in eV: -44857.91205
HOMO in eV: -8.06
Total charge: 0
Lowest unoccupied orbital energy in Eh: 0.020

```
53
Properties=species:S:1:pos:R:3:mulliken_charge:R:1
C 1.619 1.485 -4.019 -0.7890
C 1.193 2.862 -3.528 -0.4757
C 1.503 3.198 -2.081 -0.5099
O 1.916 4.291 -1.775 -0.5739
C 1.202 2.170 -1.039 1.5195
C 1.969 1.018 -0.928 -0.4386
C 1.755 0.127 0.099 -0.0660
F 2.522 -0.999 0.089 -0.4855
C 0.798 0.338 1.102 0.1302
N 0.609 -0.521 2.153 0.4168
C -0.561 -0.430 2.999 -0.8989
C -0.766 -1.777 3.732 -1.1180
N -0.194 -2.881 3.012 0.0855
S -1.135 -3.569 1.818 1.2452
O -0.407 -4.699 1.327 -0.7292
O -2.430 -3.764 2.402 -0.7450
C -1.307 -2.381 0.485 0.2420
C -2.409 -1.547 0.478 -0.6078
C -2.561 -0.631 -0.546 -0.7458
C -1.624 -0.553 -1.572 1.0106
C -1.792 0.448 -2.671 -1.4115
C -0.533 -1.416 -1.553 -0.4634
C -0.371 -2.330 -0.527 -0.7682
C 1.230 -2.785 2.780 -0.7381
C 1.662 -1.312 2.748 -0.8944
C 0.019 1.493 0.943 -0.6181
C 0.204 2.400 -0.085 0.7560
C -0.656 3.625 -0.167 -1.9619
H 2.700 1.381 -3.979 0.3720
H 1.165 0.698 -3.423 -0.0942
H 1.307 1.358 -5.053 0.3830
H 0.105 2.957 -3.626 0.2631
H 1.645 3.640 -4.147 0.4077
H 2.765 0.805 -1.623 0.5709
H -1.427 -0.217 2.370 0.5017
H -0.458 0.376 3.743 0.6483
H -0.309 -1.747 4.726 0.3575
H -1.827 -1.995 3.848 0.4259
H -3.144 -1.651 1.261 0.5727
H -3.421 0.023 -0.559 0.4418
H -1.375 0.077 -3.604 0.3928
H -2.842 0.687 -2.822 0.4801
H -1.269 1.366 -2.405 -0.0073
H 0.191 -1.381 -2.354 0.3370
H 0.462 -3.015 -0.515 0.4960
H 1.764 -3.317 3.576 0.3179
H 1.440 -3.285 1.835 0.3614
H 2.598 -1.204 2.208 0.5539
H 1.828 -0.954 3.774 0.3571
H -0.741 1.713 1.675 0.3932
H -1.236 3.631 -1.090 0.3209
H -1.344 3.674 0.673 0.4059
H -0.034 4.518 -0.165 0.3738
```

***

4.
This record from the OMol25 dataset describes a 2-piece molecular cluster, C2H9N3 overall. The level of theory is ωB97M-V/def2-TZVPD.

Results
Spin multiplicity: 2
Total energy in eV: -6688.13508
HOMO (spin up / spin down) in eV: 1.41 / -5.72
Total charge: -1
Lowest unoccupied orbital energy (spin up / spin down) in Eh: 0.124 / 0.136

```
14
Properties=species:S:1:pos:R:3:mulliken_charge:R:1
C 0.455 -1.772 -4.007 -1.2072
N 1.770 -1.163 -3.995 -0.6556
H 0.291 -2.498 -4.817 0.3484
H -0.330 -1.025 -4.088 0.3584
H 0.311 -2.333 -3.069 0.3506
H 1.790 -0.200 -3.690 0.3192
H 2.477 -1.622 -3.453 0.2559
N -1.014 0.802 3.092 -0.9114
C -0.977 1.542 4.253 -2.3101
N -0.921 2.800 4.199 -0.2285
H -0.774 1.384 2.303 0.4520
H -0.588 -0.119 3.187 1.0499
H -1.279 0.890 5.073 0.8206
H -1.212 3.312 5.012 0.3578
```

***

5.
This record from the OMol25 dataset describes one molecule with the formula C4H6O2. The level of theory is ωB97M-V/def2-TZVPD.

Results
SMILES string: C1OCC12CO2
Spin multiplicity: 1
Total energy in eV: -8337.20624
HOMO in eV: -9.90
Total charge: 0
Lowest unoccupied orbital energy in Eh: 0.036

```
12
Properties=species:S:1:pos:R:3:mulliken_charge:R:1
C -0.809 0.858 0.339 -0.5543
O -1.844 0.035 -0.209 -0.4078
C -0.933 -1.040 -0.489 -0.3448
C 0.245 -0.182 0.049 0.6881
C 1.648 0.239 -0.036 -0.3998
O 1.195 -0.675 0.961 -0.4733
H -0.654 1.743 -0.291 0.2641
H -0.926 1.145 1.389 0.2917
H -1.137 -1.882 0.189 0.2146
H -1.013 -1.395 -1.524 0.2380
H 2.375 -0.071 -0.780 0.2561
H 1.854 1.225 0.402 0.2274
```

***

6.
This record from the OMol25 dataset describes one molecule with the formula C3H3N5O. The level of theory is ωB97M-V/def2-TZVPD.

Results
SMILES string: C1=NNc2nonc2N1
Spin multiplicity: 1
Total energy in eV: -12653.90217
HOMO in eV: -8.24
Total charge: 0
Lowest unoccupied orbital energy in Eh: 0.023

```
12
Properties=species:S:1:pos:R:3:mulliken_charge:R:1
C -1.652 0.460 -0.073 -0.0888
N -1.625 -0.803 -0.008 -0.6385
N -0.441 -1.463 -0.052 0.0522
C 0.739 -0.754 -0.114 0.5581
N 1.938 -1.203 -0.065 -0.5277
O 2.709 -0.070 -0.048 -0.0581
N 1.913 1.071 0.023 -0.5505
C 0.708 0.656 -0.030 0.5375
N -0.529 1.294 -0.125 -0.2014
H -2.642 0.959 0.008 0.3378
H -0.582 -2.431 0.270 0.2679
H -0.537 2.285 0.214 0.3115
```

***

7.
This record from the OMol25 dataset describes C13H8F5N5O2RhS3 as an isolated structure. The level of theory is ωB97M-V/def2-TZVPD.

Results
Spin multiplicity: 1
Total energy in eV: -74257.79475
HOMO in eV: -4.50
Total charge: -1
Lowest unoccupied orbital energy in Eh: 0.081

```
37
Properties=species:S:1:pos:R:3:mulliken_charge:R:1
Rh 0.093 0.349 0.324 -0.4549
N 0.052 -0.473 2.366 -0.5220
N 0.450 -1.740 2.815 -0.3839
C 0.853 -2.803 2.019 0.5975
N 1.227 -3.885 2.772 -0.5363
S 0.906 -2.804 0.365 -0.3333
H 0.672 0.222 2.768 0.4137
H -0.923 -0.319 2.593 0.3981
H 0.564 -1.829 3.807 0.2190
H 0.851 -4.008 3.697 0.1980
H 1.407 -4.716 2.237 0.2460
S 2.502 0.100 0.576 -0.3707
C 3.177 1.658 0.143 0.4834
C 4.597 1.835 0.329 -0.0708
N 5.733 1.949 0.497 -0.5118
C 2.367 2.666 -0.387 0.5419
S 0.626 2.498 -0.497 -0.3013
C 2.932 3.927 -0.807 -0.0761
N 3.371 4.943 -1.134 -0.5211
C -2.518 -2.387 -1.438 -0.7685
O -1.566 -1.353 -1.201 -0.2823
C -1.405 -0.971 0.101 0.5605
O -2.075 -1.430 0.989 -0.6178
H -2.431 -2.633 -2.494 0.2565
H -3.524 -2.025 -1.208 0.2832
H -2.297 -3.256 -0.820 0.2710
F -1.839 1.324 -2.180 -0.3514
C -2.369 1.692 -1.007 1.1621
C -1.764 1.346 0.187 -0.4908
C -2.420 1.811 1.319 0.5095
F -1.937 1.548 2.558 -0.4146
C -3.586 2.559 1.296 0.1641
F -4.165 2.977 2.427 -0.3238
C -4.158 2.876 0.074 0.7095
F -5.281 3.593 0.017 -0.3232
C -3.543 2.439 -1.083 -0.0392
F -4.087 2.741 -2.264 -0.3201
```

***

8.
This record from the OMol25 dataset describes CH3ClNO2Pd as an isolated structure. The level of theory is ωB97M-V/def2-TZVPD.

Results
Spin multiplicity: 3
Total energy in eV: -22654.97739
HOMO (spin up / spin down) in eV: -14.11 / -15.47
Total charge: +1
Lowest unoccupied orbital energy (spin up / spin down) in Eh: -0.228 / -0.306

```
9
Properties=species:S:1:pos:R:3:mulliken_charge:R:1
Pd -25.899 27.388 -9.659 1.3831
Cl -26.367 25.581 -9.913 -0.4349
C -23.791 25.011 -8.876 -0.7799
N -23.878 26.391 -8.287 0.7414
O -24.473 27.234 -8.980 -0.6932
O -23.297 26.559 -7.213 -0.3522
H -22.787 24.587 -8.854 0.3080
H -24.378 24.800 -9.770 0.3837
H -24.254 24.378 -8.119 0.4440
```

***

9.
This record from the OMol25 dataset describes a 3-piece molecular cluster, C20H37BrF3N3O12PS overall. The level of theory is ωB97M-V/def2-TZVPD.

Results
Spin multiplicity: 1
Total energy in eV: -148686.59849
HOMO in eV: -12.28
Total charge: +1
Lowest unoccupied orbital energy in Eh: -0.178

```
78
Properties=species:S:1:pos:R:3:mulliken_charge:R:1
C 1.412 5.245 -1.833 -1.2153
C 0.753 4.156 -0.838 0.6284
N 1.297 4.072 0.350 -0.3874
C -0.499 3.362 -1.400 -1.1404
C -0.660 1.850 -0.953 1.3676
C -1.495 1.844 0.445 -0.7799
C -3.017 2.306 0.281 -0.9611
C -4.060 1.188 0.840 -0.6173
C -4.645 0.365 -0.382 0.5450
O -4.512 -0.873 -0.410 -0.5528
O -5.340 1.023 -1.437 -0.4596
C 0.668 1.022 -0.685 -1.4399
N 1.015 -0.019 -1.757 0.2747
S 2.061 0.555 -3.029 0.9801
O 2.844 -0.543 -3.719 -0.5382
O 3.156 1.388 -2.388 -0.5915
C 1.328 1.623 -4.349 0.6923
F -0.046 1.750 -4.401 -0.1174
F 1.756 1.121 -5.596 -0.1799
F 1.897 2.913 -4.273 -0.1736
C -0.160 -0.868 -2.135 0.4861
Br -0.296 -1.479 -3.996 0.1429
P -0.096 -2.490 -1.084 0.0093
N -1.659 -3.252 -1.398 -0.5156
O -0.103 -2.153 0.585 -0.5417
C -1.600 -0.204 -1.752 -1.1951
O -1.585 1.226 -1.914 -0.4002
H 0.554 5.811 -2.340 0.3697
H 2.151 4.788 -2.559 0.2045
H 1.943 6.015 -1.163 0.3619
H 0.749 3.371 0.862 0.0738
H -0.438 3.425 -2.549 0.2847
H -1.428 3.991 -1.138 0.3875
H -1.038 2.489 1.253 0.3515
H -1.531 0.781 0.892 0.5030
H -3.172 3.209 0.978 0.3877
H -3.311 2.667 -0.753 0.5069
H -3.622 0.554 1.672 0.3163
H -4.915 1.790 1.322 0.3722
H -6.187 0.536 -1.544 0.3662
H 1.582 1.635 -0.370 0.5179
H 0.451 0.369 0.242 0.3222
H 1.638 -0.676 -1.211 0.5805
H -2.267 -2.859 -0.644 0.2345
H -1.608 -4.258 -1.152 0.3226
H 0.834 -2.269 0.873 0.3697
H -1.966 -0.574 -0.741 0.2117
H -2.344 -0.609 -2.527 0.6288
C -3.972 -10.141 -0.556 -1.1007
C -3.201 -9.259 -1.521 -0.1771
O -2.597 -8.150 -0.840 -0.3403
C -1.490 -8.435 -0.140 0.7280
O -0.968 -9.516 -0.043 -0.5380
O -1.073 -7.306 0.459 -0.2789
C 0.048 -7.492 1.324 -0.6443
H -4.695 -9.549 0.011 0.2934
H -4.500 -10.930 -1.093 0.3588
H -3.305 -10.609 0.171 0.3163
H -3.893 -8.835 -2.253 0.2772
H -2.451 -9.826 -2.077 0.3143
H 0.872 -7.984 0.805 0.3256
H -0.252 -8.066 2.202 0.3014
H 0.385 -6.508 1.651 0.1694
C 4.028 4.317 1.836 -0.9075
C 3.087 4.355 3.024 0.0042
O 3.807 4.267 4.259 -0.3764
C 4.424 5.394 4.649 0.7349
O 4.414 6.448 4.064 -0.5415
O 5.074 5.137 5.794 -0.3454
C 5.859 6.231 6.270 -0.6278
H 4.675 3.436 1.885 0.2754
H 3.469 4.295 0.903 0.1704
H 4.684 5.190 1.821 0.3627
H 2.425 3.485 2.988 0.1439
H 2.452 5.244 3.009 0.2942
H 5.261 7.140 6.357 0.2946
H 6.711 6.392 5.606 0.2919
H 6.234 5.967 7.259 0.2276
```

***

10.
This record from the OMol25 dataset describes a 2-piece molecular cluster, CH5N2S overall. The level of theory is ωB97M-V/def2-TZVPD.

Results
Spin multiplicity: 1
Total energy in eV: -14934.41653
HOMO in eV: -3.03
Total charge: -1
Lowest unoccupied orbital energy in Eh: 0.157

```
9
Properties=species:S:1:pos:R:3:mulliken_charge:R:1
S 0.946 1.684 -1.832 -0.8637
H 0.983 2.978 -1.470 -0.0374
N -0.241 0.354 0.896 -0.6312
C -0.153 -0.949 0.413 0.2121
N -0.570 -1.962 1.060 -0.6530
H -1.163 0.720 0.699 0.2856
H 0.378 0.974 0.355 0.2071
H 0.286 -1.020 -0.584 0.2231
H -0.466 -2.779 0.462 0.2575
```

***

11.
This record from the OMol25 dataset describes a 2-piece molecular cluster, C3H9BrNO overall. The level of theory is ωB97M-V/def2-TZVPD.

Results
Spin multiplicity: 1
Total energy in eV: -76824.88110
HOMO (spin up / spin down) in eV: -11.27 / -12.03
Total charge: +1
Lowest unoccupied orbital energy (spin up / spin down) in Eh: -0.242 / -0.209

```
15
Properties=species:S:1:pos:R:3:mulliken_charge:R:1
C -0.732 1.393 0.985 -1.2179
C 0.438 -2.679 0.724 0.0910
C -0.135 0.578 -0.150 -0.1473
N -0.450 1.215 -1.436 -0.3025
O 1.288 -2.617 -0.289 -0.2263
Br 1.826 0.670 -0.096 -0.2407
H -0.574 2.482 1.029 0.4573
H -1.954 1.232 1.112 0.2843
H -0.311 1.152 2.044 0.3011
H -0.001 -1.725 1.037 0.2758
H -0.039 -3.656 0.770 0.2977
H -1.202 0.810 -2.003 0.3295
H -0.319 2.290 -1.334 0.3790
H 0.245 0.740 -2.113 0.3745
H 1.921 -1.885 -0.282 0.3445
```

***

12.
This record from the OMol25 dataset describes C19H11Cl3F16N4O4S2SiTi as an isolated structure. The level of theory is ωB97M-V/def2-TZVPD.

Results
Spin multiplicity: 3
Total energy in eV: -167746.63441
HOMO (spin up / spin down) in eV: -1.43 / -2.56
Total charge: -2
Lowest unoccupied orbital energy (spin up / spin down) in Eh: 0.154 / 0.153

```
61
Properties=species:S:1:pos:R:3:mulliken_charge:R:1
Ti -0.213 -0.183 -0.833 -0.1681
C -1.827 1.058 2.063 -1.3282
N -0.647 0.295 1.704 1.0701
C -0.743 -1.052 2.229 -1.1632
C -1.726 -1.848 1.343 -1.4803
N -1.848 -1.170 0.053 1.5541
C -2.933 -1.483 -0.711 -0.1296
C -3.738 -2.630 -0.692 0.2661
F -3.500 -3.645 0.163 -0.3963
C -4.805 -2.805 -1.559 0.1875
F -5.519 -3.942 -1.507 -0.3380
C -5.148 -1.846 -2.477 0.6365
F -6.176 -2.035 -3.321 -0.3558
C -4.422 -0.670 -2.498 -0.0873
F -4.781 0.311 -3.334 -0.3271
C -3.368 -0.513 -1.640 -0.3008
F -2.730 0.662 -1.620 -0.1804
C 0.577 1.011 1.994 -1.2086
C 0.533 2.298 1.196 -1.4916
N 0.121 2.003 -0.176 1.5628
C 0.026 3.058 -1.019 -1.0136
C -0.255 2.824 -2.382 -0.1446
F -0.450 1.551 -2.746 -0.2731
C -0.353 3.784 -3.354 0.0224
F -0.623 3.440 -4.617 -0.3268
C -0.189 5.117 -3.035 0.7405
F -0.288 6.079 -3.972 -0.3630
C 0.067 5.422 -1.721 0.1339
F 0.223 6.709 -1.366 -0.3566
C 0.162 4.443 -0.749 0.6827
F 0.428 4.908 0.498 -0.3884
H -1.792 1.364 3.120 0.3059
H -2.712 0.443 1.900 0.3173
H -1.920 1.941 1.432 0.1449
H -1.104 -1.051 3.268 0.3146
H 0.249 -1.503 2.214 0.2712
H -2.707 -1.887 1.830 0.7091
H -1.377 -2.876 1.247 0.4088
H 1.427 0.396 1.687 0.3212
H 0.687 1.252 3.064 0.3155
H 1.513 2.767 1.247 0.6067
H -0.160 2.989 1.687 0.5883
Cl 2.549 -2.967 -1.723 -0.2758
Si 1.051 -2.406 -0.319 0.2078
Cl -0.212 -4.110 -0.680 -0.3614
Cl -0.614 -1.303 -2.791 -0.4073
F 4.132 2.092 0.507 -0.2456
C 3.926 2.107 -0.829 0.5241
F 5.122 2.321 -1.387 -0.2595
F 3.147 3.135 -1.097 -0.1290
S 3.253 0.383 -1.320 0.8051
O 1.835 0.480 -1.669 0.4267
O 3.542 -0.341 -0.116 -0.6968
N 4.224 -0.014 -2.509 -0.5294
S 4.071 0.801 -3.877 0.8299
O 3.421 2.074 -3.706 -0.5872
O 5.283 0.740 -4.639 -0.6701
C 2.894 -0.153 -4.933 0.6610
F 2.907 0.428 -6.151 -0.2490
F 1.666 -0.133 -4.470 -0.1333
F 3.302 -1.418 -5.072 -0.2489
```